# C34H66Cl2FN4O6S

A cluster of 3 separate species, C34H66Cl2FN4O6S in total in a non-equilibrium geometry (ωB97M-V with the def2-TZVPD basis set, the Open Molecules 2025 dataset).

```
114
Properties=species:S:1:pos:R:3:forces:R:3
Cl -1.21220 1.34920 -0.81904 1.16 -0.72 1.37
Cl -0.61437 -1.32871 2.98044 0.57 1.25 -1.46
S -2.17968 -1.81352 -4.01677 -6.23 4.72 -2.34
F 2.46277 -0.57969 2.60042 -2.22 2.02 -2.12
O -2.45756 -3.48065 -3.72430 1.70 2.40 1.23
O 1.81621 0.83557 6.98316 -2.41 -1.60 -4.68
O -3.13687 -1.01486 -3.05264 4.43 -3.32 -2.02
O 2.91338 -4.62159 -1.89823 2.40 -0.84 -2.56
O -2.61896 -1.36610 -5.46575 2.80 -3.01 5.11
O -2.92350 4.81612 1.58587 -2.06 1.99 -2.25
N 0.97668 2.92641 2.35773 1.20 -1.82 -0.70
N -3.88166 5.56478 0.88190 1.99 -2.88 3.83
N 3.74341 -5.15432 -2.89893 -4.06 0.31 3.27
N 0.74135 0.03468 0.83428 0.18 0.99 1.54
C 4.82325 -6.35681 -0.91514 -0.56 0.53 -0.24
C -5.09746 6.46250 2.92515 0.00 -0.40 -0.05
C 2.94129 -5.22122 -4.16671 -0.15 0.55 -1.96
C 3.25992 -7.61128 -2.43753 -0.28 0.32 -0.12
C -4.89658 7.85076 0.81824 -0.23 -0.11 -0.21
C -0.34462 -1.36693 -3.72537 0.62 -0.35 0.69
C 5.56110 -6.83309 -3.21648 0.18 0.02 -0.41
C 0.03513 -1.23561 1.24650 -2.28 -3.36 -1.21
C 1.15912 1.58034 3.00786 0.29 0.15 2.05
C 2.22965 3.75719 2.28176 0.28 2.15 -1.13
C 0.81462 -2.64391 0.98876 1.39 -1.80 0.41
C 1.74211 0.54129 1.90664 2.86 0.97 2.79
C 2.18134 -3.88729 -4.46518 0.17 -0.12 0.70
C 3.88825 -5.37765 -5.38670 0.23 -0.16 0.01
C -2.91459 7.51291 2.21163 0.15 -0.76 -0.09
C -5.94288 4.38240 1.79661 0.29 0.21 0.21
C 0.28008 0.93367 6.40378 4.94 -0.77 0.55
C -5.86944 5.26588 -0.59544 -0.15 0.36 -0.18
C 1.66310 0.43648 5.47943 -2.21 1.77 1.87
C 2.29803 4.94890 3.45488 -0.04 -0.41 -0.24
C 0.34807 2.67092 1.02195 -1.03 1.35 -1.68
C -5.03269 4.65350 0.56362 -1.10 -0.99 -1.34
C 1.62387 -0.05191 -0.37748 3.54 0.77 -1.21
C 2.52304 -7.72009 -3.76821 0.04 0.00 -0.02
C 0.70967 -3.73074 2.25759 0.94 -1.01 -1.15
C -0.28936 1.18429 0.77663 -2.06 2.70 1.05
C -4.57198 3.26096 0.00820 0.47 0.43 0.44
C -4.19985 6.78175 1.70219 0.00 2.13 0.12
C -0.01827 -1.58823 -2.09540 -0.52 -1.25 -1.73
C 1.91158 -6.38008 -4.16417 0.06 -0.11 0.34
C 4.29931 -6.45386 -2.39026 1.62 -1.16 0.65
C 1.29267 -0.73468 -1.75073 0.63 -0.54 -2.66
C -6.33146 5.64325 2.56132 -0.01 0.03 -0.03
C 2.22015 1.65160 4.29982 -1.31 -2.25 1.70
H 5.55677 -5.54899 -0.81177 -0.13 -0.09 -0.07
H -6.20574 4.50650 -1.31177 0.13 -0.02 0.35
H 0.21247 -2.75837 -2.03000 -0.49 2.60 0.19
H 3.31345 1.36394 4.02197 -2.01 0.85 0.51
H -5.43750 2.66580 -0.30992 0.03 0.43 0.10
H -4.52209 5.90922 3.67936 0.11 0.03 -0.23
H 1.47024 4.77318 4.28971 1.95 0.30 -1.83
H -6.77696 5.76831 -0.24270 0.23 0.01 -0.03
H 2.64664 1.14580 1.40713 -2.33 -1.54 0.71
H 1.93788 1.08002 -0.61573 -0.97 -2.52 0.66
H 0.13671 1.31127 3.50880 1.95 0.05 -1.27
H 0.33682 -2.07306 -4.39771 -1.69 1.70 1.35
H -0.56477 3.43603 0.92623 1.72 -1.91 0.01
H -6.85457 3.86083 1.48229 0.24 0.03 -0.23
H 3.75284 -8.56697 -2.22375 0.18 0.29 0.04
H 2.09295 2.61174 4.94979 0.43 -1.62 -1.70
H 1.98974 -2.53605 0.80964 -2.68 0.12 0.35
H 3.23400 3.15245 2.19156 -1.89 0.94 0.44
H 1.30518 -3.39199 3.20465 -1.48 -0.49 -1.80
H -1.01935 -1.34678 -1.56586 1.91 -0.16 -0.64
H 3.34040 -5.25691 -6.32876 -0.10 0.04 0.32
H -5.41873 7.39171 3.41244 0.25 -0.01 -0.26
H -0.38387 -4.09646 2.45758 2.16 1.02 -0.19
H 2.64455 -0.52663 0.03455 -2.48 0.89 -0.91
H -3.16871 8.46446 2.69410 -0.26 -0.25 -0.23
H 3.38050 4.95728 3.89785 -2.18 0.05 -0.62
H 2.86670 -3.03096 -4.45164 -0.03 -0.16 0.05
H 2.20937 -1.45286 -2.04172 -2.00 1.55 0.95
H -0.39251 0.07783 6.85853 1.42 2.15 -0.99
H 1.71135 -3.91570 -5.45570 0.27 -0.28 0.13
H 1.09165 -6.15270 -3.46988 0.18 0.14 0.02
H -0.95914 -1.27701 0.58468 2.31 0.39 1.49
H -0.26641 -0.22772 -4.04137 -0.45 -2.50 0.55
H -5.43038 3.70572 2.49347 0.13 0.08 -0.19
H -6.86329 5.36242 3.47777 0.04 0.04 -0.15
H 2.51280 -7.47054 -1.64495 0.17 0.18 -0.03
H -1.15019 1.05348 1.59391 2.23 -0.30 -1.80
H -2.22407 -3.59596 -2.73700 -0.66 0.18 -1.93
H 1.44970 -6.47896 -5.15462 0.20 0.27 0.08
H 6.00696 -5.95861 -3.70555 -0.19 -0.15 0.08
H 1.03875 2.93015 0.08481 -1.17 -0.63 2.00
H -3.91605 3.38303 -0.86138 -0.08 0.05 0.13
H 5.35368 -7.58724 -3.98374 -0.01 0.22 0.06
H 4.01998 -6.19084 -0.19251 0.02 0.14 -0.22
H 4.67675 -4.61528 -5.37480 -0.14 -0.14 0.08
H -4.04795 2.66094 0.75676 0.06 0.24 -0.01
H 1.72822 -8.47010 -3.68261 0.13 0.09 -0.04
H -5.91415 7.58533 0.53043 0.13 -0.07 -0.03
H 6.35747 -7.25308 -2.59015 -0.38 0.06 0.04
H 1.73501 -0.77098 5.14589 -0.12 3.58 1.28
H 5.31488 -7.29164 -0.61694 -0.14 0.14 -0.41
H -2.23308 7.73740 1.38196 -0.15 -0.11 0.10
H -4.32150 8.04316 -0.09573 -0.07 -0.11 0.17
H -4.98256 8.80609 1.34942 0.17 -0.30 0.09
H 1.28884 -4.69303 1.84895 -1.22 2.10 0.83
H 2.09199 5.99058 2.95570 0.39 -2.10 1.01
H -7.03179 6.24741 1.97651 0.04 -0.02 0.00
H 1.35883 0.09413 -2.61613 -0.24 -1.56 2.25
H -2.36541 6.92929 2.95848 -0.13 -0.07 -0.27
H 0.14463 2.08144 6.59228 -0.52 -2.53 -0.94
H 4.36295 -6.35716 -5.44971 0.00 0.12 0.13
H 3.19637 -8.07896 -4.55262 -0.02 0.04 0.03
H 0.41342 -3.27670 0.06580 0.62 1.94 1.86
H 2.15590 4.37786 1.26327 0.18 -1.48 2.14
H 1.37458 -3.69245 -3.75021 0.29 -0.22 0.10
H -5.28630 5.98340 -1.18520 -0.08 -0.12 0.22
```
Forces are in eV/Å.

Summary:
DFT total energy: -93147.2050 eV
2S+1: 3
HOMO energy (spin up / spin down): -10.96 / -11.59 eV
LUMO (spin up / spin down): -2.4454 / -2.7412 eV
charge: +1